56
Properties=species:S:1:pos:R:3:forces:R:3 method="wB97M-V/def2-TZVPD" multiplicity=3 s2=2.016 de_lowest_ev=1.098 charge=+1 gap_ev="4.58 / 6.98" homo_energy_ha="-0.31334 / -0.39985"
Ti -0.69245 -0.56994 0.52156 0.3117 -0.0470 0.8237
N 3.08152 -1.74650 2.35112 0.2177 -0.0030 0.1326
C 1.76331 -1.56650 2.23342 -0.2865 -0.1228 -0.1310
N 1.12497 -1.58414 1.10471 0.7423 -0.1163 0.0905
C 1.84227 -1.82611 -0.08689 -0.4314 -0.1474 -0.4181
N 1.19600 -1.86984 -1.20306 0.5650 -0.2866 -0.1155
N -0.14143 -1.64220 -0.98907 0.4814 -0.4928 -1.0108
C -1.06192 -2.42167 -1.54634 -0.1716 -0.4992 -0.2526
C -2.23430 -2.56243 -0.75398 0.2452 -0.3144 0.1029
C -3.37175 -3.30024 -1.11968 -0.1362 -0.0162 -0.0324
C -4.37546 -3.48486 -0.19979 0.0609 0.0639 0.0257
C -4.25127 -2.92460 1.07988 -0.1221 -0.0765 -0.0087
C -3.12707 -2.18740 1.37473 0.1013 -0.0174 -0.0360
N -2.12897 -1.99821 0.49806 -1.5698 -1.3821 -0.3745
C 3.28629 -1.99061 -0.02579 0.2451 0.0097 0.2156
C 4.07109 -2.16995 -1.16494 0.0259 -0.0098 0.0671
C 5.44348 -2.26037 -1.04872 -0.0219 -0.0255 -0.0525
C 6.04658 -2.16889 0.20364 0.0166 0.0273 0.0221
C 5.28323 -2.00452 1.34375 0.0711 -0.0167 0.0990
C 3.90185 -1.92373 1.22877 -0.0672 -0.0138 -0.3847
H 3.50552 -1.73454 3.26457 -0.0446 0.0150 0.0301
H 1.19282 -1.39068 3.13830 0.0397 0.0534 0.0220
H -0.84209 -3.05671 -2.39701 -0.0498 0.0826 -0.0412
H -3.43433 -3.71366 -2.11764 0.0058 -0.0302 0.0288
H -5.25606 -4.06206 -0.44939 0.0240 0.0022 -0.0513
H -5.02322 -3.06763 1.82174 0.0387 0.0367 0.0328
H -2.99292 -1.72167 2.34364 0.0199 0.0297 -0.0153
H 3.57801 -2.23644 -2.12474 0.0095 0.0298 -0.0037
H 6.05252 -2.40179 -1.93103 -0.0032 0.0112 0.0080
H 7.12396 -2.21796 0.28723 -0.0128 -0.0350 0.0155
H 5.75744 -1.93329 2.31554 -0.0241 -0.0167 -0.0007
O 0.69813 6.37280 -0.20275 0.0855 -0.3165 0.0138
N -0.35204 6.00321 -0.68923 -0.0941 0.8319 0.1254
O -1.13418 6.74758 -1.24474 0.1021 -0.2657 -0.0356
C -0.74649 4.59451 -0.55613 -0.5662 -0.6181 -0.1137
C -2.05363 4.33308 -0.80496 0.5569 0.5467 0.0393
C -2.56853 3.01783 -0.74674 0.2247 -0.6643 0.1842
C -3.90685 2.72772 -1.04544 -0.0100 -0.2439 0.0054
C -4.31983 1.41759 -1.00738 -0.1325 0.3583 -0.0964
C -3.41216 0.42318 -0.66468 0.3314 -0.0427 0.0368
N -2.13667 0.65937 -0.34931 -1.0599 1.1600 -0.3942
C -1.71042 1.95447 -0.39912 -0.8146 0.0848 -0.2980
C -0.33554 2.21661 -0.12799 0.7703 0.3980 0.0718
N 0.44392 1.13404 0.16587 1.1400 1.8263 -0.1832
C 1.74302 1.35239 0.38594 -0.5183 -0.3640 -0.1717
C 2.32004 2.60437 0.34442 -0.0216 0.6906 -0.0917
C 1.54826 3.70989 0.05350 0.1738 -0.4050 0.0423
C 0.17830 3.54124 -0.20317 -0.1339 -0.2449 0.0338
H -2.70162 5.15687 -1.06496 -0.0499 -0.0070 -0.0402
H -4.58247 3.52861 -1.31501 -0.0299 0.0019 0.0189
H -5.34023 1.14233 -1.23096 0.0036 0.0005 -0.0299
H -3.74991 -0.60207 -0.65360 0.0976 -0.0695 0.0913
H 2.36425 0.49484 0.59193 -0.0696 -0.0697 0.0553
H 3.37409 2.72022 0.55041 0.0222 -0.0497 -0.0326
H 1.99117 4.68684 0.02080 0.0248 0.1286 0.0009
F -0.92825 -0.19839 2.24073 -0.3130 0.6417 1.9807

63
Properties=species:S:1:pos:R:3:forces:R:3 method="wB97M-V/def2-TZVPD" charge=+1 gap_ev=6.58 homo_energy_ha=-0.39109
C 5.26127 -1.40517 5.83066 -0.0126 -0.0156 0.0177
C 6.72316 -1.73494 5.57618 0.4659 -0.0017 -0.1275
C 7.28869 -1.34957 4.19676 -0.1676 0.3587 -0.0632
C 8.81939 -1.59355 4.14471 0.4419 -0.4389 0.7259
Si 9.91948 -0.49345 3.11698 -0.5492 -1.9425 -2.7667
C 9.17059 0.88912 2.14886 -0.0749 0.6189 0.5142
C 9.59430 1.26732 0.71197 0.2243 0.0411 -0.0791
C 9.36246 2.77215 0.47967 -0.0222 -0.2068 0.3375
C 9.88665 3.34128 -0.82868 -0.0200 0.0387 -0.0337
C 11.16765 -1.50164 2.12108 -0.8244 0.7408 0.4433
C 12.08667 -0.81992 3.16200 0.7956 -1.0703 -0.8459
C 12.80857 -1.76952 4.12772 -0.4711 0.5064 0.2637
C 13.60937 -0.96652 5.14180 0.1595 -0.1627 0.1052
H 8.04948 -2.91208 -0.07576 0.9408 0.5645 1.3179
H 5.01657 -1.70038 6.85231 -0.0936 0.0134 -0.0653
H 5.06095 -0.33413 5.74817 0.0291 -0.0638 -0.0867
H 4.58662 -1.94440 5.16191 0.0706 0.0673 -0.0235
H 7.33846 -1.22709 6.33129 -0.1026 -0.1182 -0.0230
H 6.88481 -2.81424 5.70409 0.0080 0.1826 0.0783
H 6.80852 -1.96748 3.42354 0.1328 0.2426 0.0894
H 7.05863 -0.30233 3.95682 -0.1249 -0.1662 0.1945
H 9.22883 -1.66473 5.17017 -0.2103 -0.1048 -0.3169
H 8.99130 -2.57248 3.66144 0.1734 0.2928 0.3374
H 8.13613 0.50442 2.11625 0.0776 0.1877 0.2454
H 9.15882 1.77796 2.80288 -0.2763 -0.1079 -0.2939
H 10.64271 1.00424 0.52682 -0.0788 0.1586 -0.0171
H 8.99661 0.68902 -0.00890 0.2305 0.0394 0.2299
H 8.28175 2.95763 0.55797 0.2017 0.0544 0.0478
H 9.83979 3.30749 1.31261 -0.1207 -0.0169 -0.1200
H 9.73940 4.42340 -0.82033 0.0205 -0.0727 -0.1058
H 10.95790 3.16008 -0.95381 -0.0984 -0.0559 0.0038
H 9.35737 2.94358 -1.69775 0.0750 -0.0452 0.0606
H 11.11114 -2.59396 2.16248 0.1487 0.3485 0.3283
H 11.31311 -1.17817 1.08584 0.0966 0.0572 0.3866
H 12.79963 -0.13787 2.68085 -0.3707 0.1520 0.2641
H 11.47947 -0.07457 3.85098 0.1519 0.2442 0.3327
H 12.06818 -2.40303 4.63749 0.1942 0.0053 -0.1910
H 13.45785 -2.41829 3.52701 -0.2024 0.1498 0.0410
H 14.17224 -1.63777 5.79299 -0.0017 0.1587 -0.0153
H 14.31352 -0.30768 4.62537 -0.0024 -0.0600 0.1514
H 12.95987 -0.34960 5.77421 0.0871 -0.0947 -0.0880
Cl 4.89476 -7.65609 2.42579 -0.0593 -0.2538 0.1553
C 5.56591 -6.38784 1.48076 0.6238 1.0020 -0.3872
C 6.62219 -6.63611 0.59647 -0.4623 0.2750 -0.0450
C 7.12081 -5.60377 -0.20755 -0.1199 -0.0302 0.5120
C 6.63092 -4.30275 -0.07274 -0.2969 0.1270 -0.6473
C 7.29406 -3.12495 -0.78711 -0.3872 0.0741 0.3477
C 6.49531 -1.81756 -0.96950 -0.0743 0.2343 0.0553
C 7.23035 -1.01778 -2.08706 -0.5102 0.0444 0.4589
C 8.26758 -1.98373 -2.59664 -0.1536 -0.8548 0.2465
C 8.18784 -3.19125 -1.99531 -0.1730 0.6894 -0.8552
C 5.61354 -4.04983 0.86244 0.3327 -0.1965 0.0187
C 5.09149 -5.08006 1.64387 0.1068 -0.1670 -0.3036
H 7.02664 -7.63716 0.54087 -0.0052 -0.0146 -0.1300
H 7.94098 -5.80504 -0.89677 -0.2541 -0.0376 0.1473
H 5.45067 -2.03434 -1.21687 0.1730 0.0573 -0.0802
H 6.49734 -1.20988 -0.05342 -0.1916 -0.2950 -0.0905
H 6.52805 -0.70525 -2.87384 0.2725 -0.1312 0.0742
H 7.62874 -0.07261 -1.67260 0.1492 -0.3960 -0.2489
H 8.96656 -1.65422 -3.35894 -0.0677 -0.4476 -0.0582
H 8.76230 -4.09051 -2.19598 0.1518 0.3314 -0.2043
H 5.26371 -3.02471 1.01777 0.0067 -0.4062 -0.1140
H 4.31537 -4.87246 2.37307 0.0379 -0.0832 -0.1057

| no. | F_max (eV/Å) | electronic energy (Ha) |
| --- | --- | --- |
| 1 | 2.2 | -2539.312075 |
| 2 | 3.4 | -1648.560971 |